Record 1
Below is a cluster of 4 separate species, C21H51BN3O2P in total at a distorted geometry, with properties calculated with ωB97M-V with the def2-TZVPD basis set.

Orbital gap = 6.489 eV
HOMO energy = -0.2937 Eh
E = -1511.44665 hartree
Net charge = 0
SMILES = C#CB(C)P(O)O.CCN(CC)CC.CCN(CC)CC.CCN(CC)CC

Geometry as XYZ:
```
79
C21H51BN3O2P ωB97M-V with the def2-TZVPD basis set
C 5.118 -0.446 1.897
H -1.132 0.364 2.127
H 2.157 7.294 0.358
C 0.163 -7.002 -3.260
C -3.838 4.985 1.468
C 1.531 -5.870 -1.575
C -5.258 3.010 1.020
H 4.866 -2.133 3.276
H 2.748 -1.320 3.218
H 5.657 -0.279 0.955
H -6.093 3.584 -0.925
C 2.841 -0.277 2.888
H -7.665 4.465 2.720
H -4.414 3.011 -0.990
C 3.099 -0.741 0.498
H -0.525 -5.203 -1.227
H 0.960 -3.555 -5.111
H 3.711 -0.476 -0.375
H 3.788 -2.804 0.361
H -2.509 6.096 0.187
H -6.112 6.208 1.826
C -5.378 2.878 -0.495
H 2.687 -4.736 -3.659
N 3.696 -0.159 1.704
P 1.383 5.321 1.276
H -4.404 2.409 1.358
B 0.857 3.660 0.433
H 1.830 0.061 2.629
O 1.468 6.605 0.051
H 1.511 -6.791 -0.977
H 5.446 -2.589 1.661
H 0.662 -3.887 -1.334
H -3.815 5.849 2.145
H 2.534 -5.454 -1.411
H -0.734 -6.380 -3.146
C 2.858 -2.247 0.487
H 2.215 -2.509 -0.359
C 0.137 -7.653 -4.641
H -6.126 2.514 1.471
H 5.532 0.308 2.577
C -3.394 5.458 0.089
H 2.358 -2.597 1.394
C 5.495 -1.822 2.437
N 1.386 -6.245 -2.985
H 3.255 4.108 1.844
H 6.530 -1.803 2.799
H -3.110 4.622 -0.553
H 2.562 0.517 4.877
H -0.307 -4.476 -4.305
C -6.260 5.275 1.268
H 0.590 -4.895 0.100
C -0.256 2.622 1.139
C -0.803 1.438 1.721
H 2.641 2.840 -0.813
C 3.300 0.574 4.069
H -6.276 5.545 0.204
H 1.572 4.186 -1.787
C 1.548 3.262 -1.041
C 1.733 -5.197 -3.947
C -7.636 4.742 1.660
O 3.084 5.111 1.746
H 0.875 2.374 -1.462
H -0.754 -8.284 -4.738
H 1.949 -5.673 -4.911
N -5.159 4.360 1.578
C 0.500 -4.910 -0.991
H -4.162 6.047 -0.419
H -5.728 1.870 -0.749
H -8.395 5.515 1.496
H 3.401 1.627 3.782
H -7.923 3.872 1.064
H 4.255 0.230 4.474
H 0.714 -3.353 -3.384
H 1.015 -8.290 -4.794
C 0.710 -4.091 -4.188
H -3.078 4.300 1.868
H 2.137 -0.244 0.322
H 0.099 -6.911 -5.442
H 0.077 -7.814 -2.527
```

These are the Mulliken partial charges, in e, on atoms 1 to 5: number 1, C, carries -0.69; number 2, H, carries 0.38; number 3, H, carries 0.29; number 4, C, carries -0.31; number 5, C, carries -0.65



Record 2
Below is a structure of composition C5H11NO, with properties calculated with ωB97M-V with the def2-TZVPD basis set.

Orbital gap (alpha / beta) = 7.743 / 7.744 eV
HOMO energy (alpha / beta) = -0.2997 / -0.2998 Eh
E = -326.95227 hartree
Energy above the lowest of the compared OMol25 structures with the same formula, charge and spin = 470.2 kJ/mol
Net charge = 0

Geometry as XYZ:
```
18
C5H11NO ωB97M-V with the def2-TZVPD basis set
H 1.138 0.782 1.945
C 0.991 0.075 -0.622
H -1.171 -1.496 -0.634
H -0.655 1.122 1.835
H 1.119 1.352 0.024
C 0.226 0.658 1.364
N 0.043 -0.405 0.577
C -2.206 0.370 -0.359
C -1.313 -0.762 0.161
C 2.385 -0.563 -0.542
H 3.199 0.157 -0.664
H -2.510 1.080 0.419
H 2.500 -1.109 0.396
O 0.407 0.189 -1.699
H -1.688 0.908 -1.156
H -1.793 -1.275 1.003
H 2.448 -1.278 -1.372
H -3.119 -0.068 -0.777
```

These are the Mulliken partial charges, in e, on atoms 1 to 5: number 1, H, carries 0.29; number 2, C, carries 0.56; number 3, H, carries 0.31; number 4, H, carries 0.21; number 5, H, carries 0.14



Record 3
Below is a structure of composition C42H35GeN3O2Pd, with properties calculated with ωB97M-V with the def2-TZVPD basis set.

Orbital gap (alpha / beta) = 5.691 / 8.532 eV
HOMO energy (alpha / beta) = -0.2069 / -0.3103 Eh
E = -4140.95850 hartree
Spin multiplicity = 3
Energy above the lowest of the compared OMol25 structures with the same formula, charge and spin = 19.0 kJ/mol
Net charge = 0

Geometry as XYZ:
```
84
C42H35GeN3O2Pd ωB97M-V with the def2-TZVPD basis set
H 6.655 -2.453 -2.379
H 3.231 3.440 0.453
C 2.203 -3.742 2.178
C -1.378 -1.658 4.500
C -1.125 3.496 -2.314
C 1.076 -2.817 1.663
C 0.264 4.765 1.396
H -1.232 3.907 -1.318
H 2.175 2.179 -4.915
H -2.498 -1.321 2.711
C 0.786 0.712 -4.075
C -3.691 1.570 2.083
O 3.392 -3.325 1.466
C 0.051 2.378 1.032
H -2.220 3.930 -5.484
H 0.265 1.990 -1.687
O 3.058 0.346 -4.568
H 5.315 -0.978 -3.937
H -1.557 3.668 1.643
C -1.677 3.509 -4.648
C 3.832 -2.068 -0.561
C -1.825 4.046 -3.374
H -3.258 1.437 3.069
H 1.870 1.399 0.422
C -0.748 -0.069 2.785
C 1.608 4.709 1.058
C -2.923 1.318 0.947
H -5.592 2.179 2.870
H -6.608 2.508 0.639
H 2.396 -3.642 3.243
H -0.472 -4.096 3.426
H -2.505 -5.424 3.029
C -0.630 -0.391 -0.445
H -0.188 5.711 1.668
H -0.184 -3.256 -0.752
H 0.195 -0.097 -4.519
C -5.010 1.993 1.975
H 1.747 0.885 -6.067
H 5.605 -3.237 -0.265
N 1.703 -2.186 0.501
C 2.971 -2.522 0.478
C 2.181 3.492 0.715
C -0.851 -4.210 2.416
Ge -1.052 0.761 1.037
C -0.280 2.411 -2.515
H 2.207 5.611 1.060
H 2.012 -4.786 1.929
C 5.676 -2.099 -2.089
C 1.408 2.339 0.706
C -2.506 -5.079 0.908
C -1.849 -4.469 -0.147
N 3.195 -1.139 -1.345
Pd 1.233 -0.798 -0.961
H -2.235 -4.565 -1.154
H 0.844 -2.050 2.404
H -2.070 -2.404 4.871
C 1.926 1.122 -5.023
C -0.132 1.870 -3.779
C 4.935 -1.260 -2.965
H -3.408 -5.652 0.732
C -0.837 2.427 -4.847
H -2.939 1.319 -1.205
H -1.475 -0.830 -0.978
C 5.102 -2.527 -0.908
C -0.691 -3.732 0.074
C -2.000 -4.950 2.196
H 1.067 1.017 3.184
C -4.829 1.934 -0.418
C 3.706 -0.831 -2.558
H -0.051 -1.821 6.181
H -2.482 4.892 -3.214
C -0.505 3.608 1.384
C 2.728 -0.090 -3.349
N 1.519 0.113 -2.942
H -5.268 2.078 -1.397
C 0.635 -0.371 4.752
C 0.377 0.259 3.542
C -0.244 -1.333 5.233
C -3.514 1.506 -0.304
H 1.518 -0.109 5.322
C -0.187 -3.591 1.359
C -1.622 -1.034 3.284
C -5.581 2.176 0.724
H -0.739 2.005 -5.842
```

These are the Mulliken partial charges, in e, on atoms 1 to 5: number 1, H, carries 0.42; number 2, H, carries 0.43; number 3, C, carries -0.20; number 4, C, carries -0.76; number 5, C, carries -0.44



Record 4
Below is a structure of composition C6H7N at a distorted geometry, with properties calculated with ωB97M-V with the def2-TZVPD basis set.

Orbital gap (alpha / beta) = 7.971 / 7.971 eV
HOMO energy (alpha / beta) = -0.2775 / -0.2775 Eh
E = -287.38790 hartree
Energy above the lowest of the compared OMol25 structures with the same formula, charge and spin = 523.4 kJ/mol
Net charge = 0

Geometry as XYZ:
```
14
C6H7N ωB97M-V with the def2-TZVPD basis set
H -2.834 0.366 2.368
H 2.503 -2.014 -2.316
H 2.036 -0.253 -2.279
C -0.524 0.287 2.244
H -0.155 -0.634 2.690
H 1.517 -1.037 -3.594
C -1.937 0.788 1.868
C -0.049 1.259 1.409
C 1.750 -1.294 -2.476
C 0.610 -1.672 -1.799
H -1.974 2.707 0.728
H 0.909 1.666 1.269
N -0.345 -1.971 -1.231
C -1.506 1.801 1.120
```

These are the Mulliken partial charges, in e, on atoms 1 to 5: number 1, H, carries 0.33; number 2, H, carries 0.26; number 3, H, carries 0.27; number 4, C, carries -0.38; number 5, H, carries 0.39



Record 5
Below is an isolated molecule of C2H2Cl2N2, with properties calculated with ωB97M-V with the def2-TZVPD basis set.

Orbital gap = 10.425 eV
HOMO energy = -0.3882 Eh
E = -1107.23806 hartree
Energy above the lowest of the compared OMol25 structures with the same formula, charge and spin = 0.0 kJ/mol
Net charge = 0
SMILES = ClCC1(Cl)N=N1

Geometry as XYZ:
```
8
C2H2Cl2N2 ωB97M-V with the def2-TZVPD basis set
Cl 0.909 1.965 0.294
C -0.596 -0.257 0.011
H 1.506 -0.316 0.409
H 1.071 0.195 -1.253
N -1.058 -0.657 1.306
N -0.828 -1.574 0.529
C 0.799 0.250 -0.199
Cl -1.803 0.394 -1.097
```

These are the Mulliken partial charges, in e, on atoms 1 to 5: number 1, Cl, carries -0.16; number 2, C, carries 0.69; number 3, H, carries 0.29; number 4, H, carries 0.28; number 5, N, carries -0.19



Record 6
Below is a structure of composition C3H4O2Sm at a distorted geometry, with properties calculated with ωB97M-V with the def2-TZVPD basis set.

Orbital gap (alpha / beta) = 6.099 / 6.303 eV
HOMO energy (alpha / beta) = -0.5828 / -0.5831 Eh
E = -924.36976 hartree
Spin multiplicity = 7
Energy above the lowest of the compared OMol25 structures with the same formula, charge and spin = 15.3 kJ/mol
Net charge = +2

Geometry as XYZ:
```
10
C3H4O2Sm ωB97M-V with the def2-TZVPD basis set
C -0.630 -0.833 0.250
H 0.959 0.156 1.528
O 0.523 1.558 0.144
C 0.408 0.419 0.610
O -1.880 -0.490 -0.005
H -0.046 -0.986 -1.835
Sm 1.621 3.848 0.470
H 1.243 -1.433 -0.511
H -2.472 -1.240 0.140
C 0.276 -1.000 -0.792
```

These are the Mulliken partial charges, in e, on atoms 1 to 5: number 1, C, carries 0.36; number 2, H, carries 0.41; number 3, O, carries -0.66; number 4, C, carries 0.01; number 5, O, carries -0.42